This record from OMol25 describes a structure of composition C39H31ClKN9O6S3 in a non-equilibrium geometry. The level of theory is ωB97M-V with the def2-TZVPD basis set.

Properties
Gap between HOMO and LUMO ... 5.70 eV
Largest force on an atom ... 0.041 Eh/bohr
2S+1 ... 1
Net charge ... -2
HOMO ... -1.903 eV

Last column: Mulliken charge in e.
CARTESIAN COORDINATES (ANGSTROEM)
K (0.218, 1.054, -1.003)  0.6974
C (-0.133, 1.713, 6.128)  -0.4069
C (0.478, 2.411, 5.090)  -0.6626
C (-0.167, 2.588, 3.880)  -0.0081
C (-1.448, 2.052, 3.654)  -0.4193
C (-2.066, 1.379, 4.725)  -0.0572
C (-1.414, 1.211, 5.937)  -0.5556
N (-2.030, 2.078, 2.418)  -0.3602
C (-2.762, 3.057, 1.982)  0.5631
C (-3.112, 4.176, 2.833)  -0.4695
C (-4.025, 5.110, 2.463)  -0.5155
C (-4.674, 5.038, 1.205)  -0.8570
C (-4.340, 4.034, 0.345)  -0.3753
C (-3.347, 3.067, 0.648)  -0.0242
N (-2.874, 2.237, -0.313)  0.4924
N (-3.606, 2.124, -1.338)  -0.7647
C (-3.135, 1.731, -2.558)  0.4730
C (-4.014, 1.017, -3.400)  -0.3674
C (-3.733, 0.926, -4.741)  -0.3037
C (-2.575, 1.523, -5.234)  -0.5323
C (-1.719, 2.111, -4.322)  -0.3002
N (-1.973, 2.229, -3.023)  -0.3795
H (0.381, 1.572, 7.071)  0.3762
H (1.470, 2.828, 5.231)  0.3554
H (0.313, 3.120, 3.067)  0.4550
H (-3.060, 0.975, 4.570)  0.4330
H (-1.909, 0.670, 6.737)  0.3320
H (-2.625, 4.235, 3.800)  0.3997
H (-4.262, 5.930, 3.134)  0.3416
H (-5.404, 5.790, 0.930)  0.3175
H (-4.787, 3.981, -0.640)  0.4119
H (-4.899, 0.570, -2.967)  0.3666
H (-4.402, 0.389, -5.402)  0.3751
H (-2.338, 1.498, -6.290)  0.4015
H (-0.778, 2.541, -4.654)  0.3464
N (-0.219, -1.666, 2.617)  -0.4274
C (-1.255, -1.946, 1.790)  0.2570
N (-1.255, -1.797, 0.510)  0.1518
C (-2.386, -2.312, -0.081)  -0.3393
C (-3.279, -2.877, 0.773)  -0.2270
S (-2.715, -2.752, 2.404)  -0.3169
C (-2.490, -2.254, -1.541)  -0.7606
C (-3.410, -2.890, -2.314)  -0.1062
S (-3.044, -2.664, -3.992)  -0.3754
C (-1.647, -1.660, -3.509)  -0.1643
N (-1.534, -1.544, -2.222)  0.7474
N (-0.854, -1.095, -4.419)  0.1062
H (0.460, -1.029, 2.199)  0.1063
H (-0.450, -1.425, 3.568)  0.2845
H (-4.228, -3.338, 0.557)  0.4173
H (-4.233, -3.518, -2.017)  0.4307
H (-0.885, -1.414, -5.367)  0.1907
H (0.013, -0.652, -4.048)  0.0702
O (3.831, 4.164, -0.129)  -0.7515
S (3.766, 2.734, -0.314)  1.1053
O (4.370, 2.227, -1.521)  -0.6760
N (2.277, 2.161, -0.088)  -0.7414
C (2.218, 1.300, 0.924)  0.7337
O (1.222, 0.637, 1.232)  -0.2415
C (3.507, 1.172, 1.687)  0.5638
C (3.738, 0.437, 2.836)  -0.4639
C (5.010, 0.480, 3.392)  -0.7719
C (6.021, 1.233, 2.801)  -0.4024
C (5.780, 1.967, 1.644)  -0.6349
C (4.511, 1.921, 1.108)  -0.1905
H (2.934, -0.137, 3.279)  0.5133
H (5.220, -0.075, 4.298)  0.3878
H (7.008, 1.250, 3.247)  0.3778
H (6.558, 2.554, 1.172)  0.4324
C (4.630, -4.706, -1.845)  -1.3715
C (3.128, -4.655, -1.825)  0.8772
C (2.367, -5.789, -2.058)  -0.8132
C (0.983, -5.719, -2.030)  -0.0646
Cl (0.050, -7.158, -2.371)  -0.3145
C (0.342, -4.532, -1.733)  -0.7820
C (1.097, -3.396, -1.493)  0.7170
C (2.485, -3.435, -1.577)  -0.2716
O (3.294, -2.371, -1.372)  -0.5085
C (2.768, -1.055, -1.532)  0.3013
C (2.053, -0.844, -2.899)  0.7346
O (2.352, -1.595, -3.830)  -0.7749
O (1.199, 0.092, -2.906)  -0.8508
H (4.979, -5.692, -2.153)  0.3733
H (5.032, -4.481, -0.855)  0.2894
H (5.021, -3.952, -2.530)  0.2859
H (2.856, -6.731, -2.275)  0.3172
H (-0.739, -4.482, -1.691)  0.5074
H (0.579, -2.477, -1.252)  0.4377
H (3.629, -0.386, -1.496)  0.2059
H (2.087, -0.792, -0.716)  -0.3595


This record from OMol25 describes the molecule CN10O in a non-equilibrium geometry. The level of theory is ωB97M-V with the def2-TZVPD basis set.

Properties
Gap between HOMO and LUMO ... 10.10 eV
SMILES string ... O=C(n1nnnn1)n1nnnn1
Largest force on an atom ... 0.077 Eh/bohr
2S+1 ... 1
HOMO ... -12.102 eV

Last column: Mulliken charge in e.
CARTESIAN COORDINATES (ANGSTROEM)
O (0.507, -0.771, 2.268)  -0.3552
C (0.277, -0.348, 1.189)  0.5757
N (-1.188, -0.097, 0.693)  0.7136
N (-2.102, -0.865, 0.187)  -0.3843
N (-2.812, -0.086, -0.613)  -0.0845
N (-2.403, 1.105, -0.527)  -0.1833
N (-1.368, 1.152, 0.234)  -0.1950
N (1.095, 0.001, 0.167)  0.7866
N (0.780, 0.086, -1.190)  -0.0319
N (1.860, -0.004, -1.753)  -0.2940
N (2.921, -0.121, -0.891)  -0.1459
N (2.433, -0.053, 0.235)  -0.4018


This record from OMol25 describes a structure of composition C3H4EuO4 in a non-equilibrium geometry. The level of theory is ωB97M-V with the def2-TZVPD basis set.

Properties
Gap between HOMO and LUMO (alpha / beta) ... 3.92 / 6.56 eV
Largest force on an atom ... 0.082 Eh/bohr
2S+1 ... 7
Net charge ... +1
HOMO (alpha / beta) ... -12.947 / -12.950 eV

Last column: Mulliken charge in e.
CARTESIAN COORDINATES (ANGSTROEM)
O (-1.347, -0.880, 1.177)  -0.3075
C (-1.989, -1.056, 0.012)  0.6498
C (-0.265, 0.064, 0.997)  -0.3551
O (-3.120, -1.486, -0.045)  -0.5331
O (-1.296, -0.585, -1.003)  -0.3205
C (0.102, -0.072, -0.465)  -0.4392
H (0.554, -0.211, 1.672)  0.2769
H (-0.657, 1.053, 1.273)  0.2495
H (0.739, -0.965, -0.594)  0.2411
O (2.816, 1.518, -0.633)  -0.7151
H (3.397, 0.767, -0.508)  0.3234
Eu (1.065, 1.853, -1.882)  1.9298


This record from OMol25 describes a cluster of 8 separate species, C21H49F6N7O7P in total in a non-equilibrium geometry. The level of theory is ωB97M-V with the def2-TZVPD basis set.

Properties
Gap between HOMO and LUMO ... 9.62 eV
Largest force on an atom ... 0.092 Eh/bohr
2S+1 ... 1
Net charge ... -1
HOMO ... -7.645 eV

Last column: Mulliken charge in e.
CARTESIAN COORDINATES (ANGSTROEM)
P (-17.528, 20.835, 25.634)  1.1365
F (-18.628, 20.455, 24.494)  -0.3484
F (-16.353, 20.940, 24.492)  -0.3579
F (-18.162, 22.372, 25.432)  -0.3775
F (-16.412, 21.311, 26.709)  -0.3541
F (-18.546, 20.639, 26.817)  -0.3292
F (-17.081, 19.269, 25.848)  -0.3695
C (-12.584, 14.591, 31.270)  0.1636
O (-12.037, 13.486, 31.522)  -0.6341
N (-12.044, 15.795, 31.261)  0.1359
C (-10.589, 15.807, 31.355)  -0.9669
C (-12.800, 17.070, 31.126)  -0.7564
H (-13.667, 14.585, 31.072)  0.2597
H (-10.209, 16.378, 30.508)  0.3217
H (-10.121, 14.822, 31.375)  0.2983
H (-10.311, 16.248, 32.312)  0.3199
H (-12.677, 17.744, 31.974)  0.2932
H (-12.399, 17.751, 30.375)  0.3102
H (-13.829, 16.823, 30.868)  0.2549
C (-19.095, 30.136, 27.660)  0.1276
O (-19.585, 30.021, 26.474)  -0.6113
N (-17.825, 29.830, 28.008)  0.1047
C (-17.281, 30.191, 29.338)  -0.9156
C (-16.938, 29.204, 27.047)  -0.9678
H (-19.528, 30.761, 28.456)  0.2828
H (-16.206, 30.117, 29.500)  0.3354
H (-17.809, 29.548, 30.043)  0.3306
H (-17.656, 31.207, 29.460)  0.3042
H (-17.524, 28.688, 26.286)  0.3465
H (-16.245, 29.846, 26.504)  0.3002
H (-16.326, 28.421, 27.494)  0.3628
C (-16.060, 26.310, 18.968)  0.2280
O (-16.967, 25.772, 18.245)  -0.6277
N (-14.846, 26.655, 18.531)  0.0415
C (-13.881, 27.574, 19.233)  -0.8461
C (-14.548, 26.565, 17.101)  -0.9676
H (-16.271, 26.681, 19.983)  0.2821
H (-12.893, 27.145, 19.069)  0.2855
H (-14.022, 27.648, 20.311)  0.3247
H (-13.927, 28.569, 18.790)  0.3204
H (-14.140, 27.469, 16.649)  0.3024
H (-13.689, 25.902, 17.002)  0.3066
H (-15.429, 26.129, 16.629)  0.3503
C (-14.839, 19.402, 17.274)  0.2047
O (-15.595, 18.686, 16.627)  -0.5912
N (-13.561, 19.660, 16.908)  0.0394
C (-12.570, 20.139, 17.791)  -0.8915
C (-12.910, 19.066, 15.743)  -0.9666
H (-15.097, 19.870, 18.236)  0.2828
H (-11.793, 20.781, 17.376)  0.2650
H (-12.088, 19.232, 18.156)  0.3734
H (-12.955, 20.592, 18.705)  0.3021
H (-12.476, 19.696, 14.967)  0.3036
H (-12.254, 18.255, 16.060)  0.3539
H (-13.622, 18.576, 15.079)  0.3248
C (-26.241, 19.025, 26.898)  0.1419
O (-26.904, 18.657, 25.923)  -0.6085
N (-26.760, 19.348, 28.094)  0.0827
C (-25.919, 19.565, 29.214)  -0.9870
C (-28.271, 19.436, 28.348)  -0.9359
H (-25.143, 19.098, 26.875)  0.2875
H (-26.153, 18.758, 29.907)  0.3785
H (-26.220, 20.434, 29.799)  0.3384
H (-24.839, 19.446, 29.136)  0.3087
H (-28.505, 19.145, 29.372)  0.3418
H (-28.779, 20.241, 27.816)  0.2988
H (-28.681, 18.602, 27.779)  0.3530
C (-22.344, 13.785, 20.464)  0.0926
O (-22.176, 14.049, 19.275)  -0.5722
N (-22.514, 12.478, 20.920)  0.0848
C (-22.518, 12.228, 22.342)  -0.9311
C (-22.639, 11.285, 20.022)  -0.8687
H (-22.378, 14.588, 21.216)  0.3060
H (-22.070, 13.006, 22.960)  0.3113
H (-22.236, 11.185, 22.486)  0.2850
H (-23.572, 12.217, 22.621)  0.3511
H (-22.639, 11.322, 18.933)  0.2916
H (-21.920, 10.542, 20.367)  0.2995
H (-23.619, 10.855, 20.232)  0.3501
C (-11.587, 14.254, 20.707)  0.1827
O (-10.470, 14.645, 20.468)  -0.5982
N (-12.141, 14.431, 21.892)  0.0897
C (-13.386, 13.694, 22.061)  -0.9904
C (-11.763, 15.440, 22.937)  -0.8584
H (-12.191, 13.681, 19.987)  0.2820
H (-14.276, 14.322, 22.110)  0.3474
H (-13.467, 13.069, 22.950)  0.3168
H (-13.595, 12.989, 21.257)  0.3105
H (-11.086, 16.144, 22.454)  0.3140
H (-12.670, 16.029, 23.072)  0.3414
H (-11.442, 14.976, 23.870)  0.2622


This record from OMol25 describes the molecule C6H7O5P in a non-equilibrium geometry. The level of theory is ωB97M-V with the def2-TZVPD basis set.

Properties
Gap between HOMO and LUMO ... 8.51 eV
Largest force on an atom ... 0.105 Eh/bohr
2S+1 ... 1
HOMO ... -8.837 eV

Last column: Mulliken charge in e.
CARTESIAN COORDINATES (ANGSTROEM)
C (3.597, -0.242, 0.289)  -0.0067
C (2.189, -0.864, 0.273)  0.8901
C (1.178, 0.001, 0.265)  -0.3271
C (-1.090, 0.650, 0.328)  0.9101
C (-3.101, -0.395, -0.829)  -1.0697
C (-2.537, 0.438, 0.372)  -0.4167
O (4.648, -0.799, 0.468)  -0.4680
O (-0.565, 1.760, 0.387)  -0.3535
O (1.408, 2.225, -1.257)  -0.5070
O (2.200, -2.256, 0.242)  -0.5432
O (-0.309, -0.414, 0.353)  -0.3387
P (1.262, 1.964, 0.166)  0.0185
H (3.595, 0.862, 0.062)  0.3109
H (-4.169, -0.335, -0.721)  0.3556
H (-2.852, 0.171, -1.902)  0.2624
H (-2.664, -1.312, -0.779)  0.3694
H (-2.725, -0.221, 1.300)  0.2411
H (-3.154, 1.361, 0.473)  0.3174
H (3.091, -2.594, 0.509)  0.3550


This record from OMol25 describes the molecule C2H2N2O3 in a non-equilibrium geometry. The level of theory is ωB97M-V with the def2-TZVPD basis set.

Properties
Gap between HOMO and LUMO ... 10.19 eV
SMILES string ... O=c1ocnn1O
Largest force on an atom ... 0.150 Eh/bohr
2S+1 ... 1
HOMO ... -9.963 eV

Last column: Mulliken charge in e.
CARTESIAN COORDINATES (ANGSTROEM)
O (1.617, -1.475, -0.110)  -0.5858
C (0.714, -0.637, -0.096)  0.4890
O (-0.517, -1.170, -0.583)  -0.3178
C (-1.326, -0.209, -0.757)  0.0530
N (-0.989, 0.894, -0.219)  -0.5646
N (0.293, 0.495, 0.298)  0.5396
O (1.109, 1.451, 0.804)  -0.4653
H (-2.225, -0.465, -1.198)  0.4596
H (1.324, 1.115, 1.860)  0.3922


Question: The highest 2S+1 belongs to which entry?
Answer: C3H4EuO4


Question: Among the records above, which one has the highest 2S+1?
Answer: C3H4EuO4